# 1
The following is a DFT calculation (ωB97M-V with the def2-TZVPD basis set) of a cluster of 3 separate species, C4H15NO3 in total at a distorted geometry.

Last column: Löwdin charge in e.
CARTESIAN COORDINATES (ANGSTROEM)
1 C 1.761 -0.916 -0.753  -0.15
2 N 1.877 0.126 0.265  -0.12
3 C 1.156 1.335 -0.069  -0.26
4 C -0.351 1.174 0.234  -0.19
5 C -1.075 2.490 0.098  -0.27
6 O -2.432 2.398 0.576  -0.08
7 H 2.607 -1.609 -0.691  0.08
8 H 0.936 -1.582 -0.510  0.05
9 H 1.670 -0.604 -1.799  0.07
10 H 2.864 0.335 0.339  0.09
11 H 1.568 2.145 0.528  0.12
12 H 1.135 1.618 -1.135  0.11
13 H -0.746 0.371 -0.391  0.10
14 H -0.402 0.814 1.265  0.12
15 H -1.034 2.829 -0.944  0.12
16 H -0.682 3.292 0.720  0.12
17 H -2.813 1.626 0.143  0.08
18 O -0.942 -3.448 3.408  -0.06
19 H -1.655 -2.799 3.412  0.03
20 H -1.098 -3.956 2.601  0.03
21 O -0.828 -1.714 -2.103  -0.06
22 H -0.886 -2.659 -2.261  0.04
23 H -0.631 -1.267 -2.932  0.04

Calculated values
Frontier orbital gap, eV: 9.265
LUMO energy, eV: 0.42
SMILES string: CNCCCO.O.O


# 2
The following is a DFT calculation (ωB97M-V with the def2-TZVPD basis set) of a cluster of 4 separate species, C4H15NO3 in total at a distorted geometry.

Last column: Löwdin spin population.
CARTESIAN COORDINATES (ANGSTROEM)
1 C 3.020 -0.736 -0.352  0.01
2 C 2.201 0.180 0.543  0.07
3 C 0.895 0.491 -0.107  0.38
4 C -0.305 0.725 0.540  0.15
5 N -1.456 0.681 -0.153  0.31
6 H 2.634 -1.757 -0.361  0.00
7 H 4.030 -0.893 0.025  0.00
8 H 3.131 -0.396 -1.381  0.00
9 H 2.030 -0.218 1.539  0.01
10 H 2.761 1.126 0.653  0.03
11 H 0.974 0.410 -1.189  0.01
12 H -0.432 0.992 1.589  0.00
13 H -2.338 0.633 0.349  0.01
14 H -1.396 0.120 -0.996  0.01
15 H 2.238 3.972 1.219  0.00
16 H 1.952 2.660 1.029  0.00
17 O 2.537 3.142 1.628  0.01
18 H -3.844 -1.692 -0.482  0.00
19 H -4.609 -0.686 -1.285  0.00
20 O -4.036 -0.750 -0.513  0.00
21 H -2.133 -2.772 -0.462  0.00
22 H -2.240 -4.047 -1.367  0.00
23 O -1.932 -3.119 -1.338  0.00

Calculated values
⟨S²⟩: 0.761
Frontier orbital gap (spin up / spin down), eV: 10.682 / 7.963
LUMO energy (spin up / spin down), eV: -3.68 / -6.96
Total charge: +1
Multiplicity: 2